*one*
This record from the Open Molecules 2025 dataset describes 2 unconnected molecules or ions with the total composition C10H14O. The level of theory is the ωB97M-V functional and the def2-TZVPD basis.

Last column: Mulliken charge in e.
Cartesian coordinates (Å):
C  2.91  -1.90  1.40  -0.989
C  1.73  -2.32  1.87  0.933
C  1.32  -2.12  3.31  -1.113
C  0.73  -3.04  1.00  -1.113
H  3.19  -2.05  0.35  0.255
H  3.63  -1.38  2.05  0.253
H  2.11  -1.60  3.87  0.307
H  1.14  -3.10  3.79  0.295
H  0.40  -1.53  3.36  0.283
H  0.53  -4.04  1.41  0.307
H  -0.22  -2.47  0.98  0.284
H  1.11  -3.14  -0.03  0.302
O  -0.39  1.98  0.47  -0.518
C  -2.21  2.45  -3.24  -0.521
C  -2.69  3.11  -2.11  -0.309
C  -1.10  1.61  -3.13  -0.437
C  -2.07  2.94  -0.88  -0.461
C  -0.48  1.44  -1.89  -0.452
C  -0.96  2.11  -0.77  0.808
H  0.38  1.37  0.40  0.267
H  -2.70  2.58  -4.22  0.331
H  -3.57  3.77  -2.19  0.327
H  -0.71  1.08  -4.01  0.327
H  -2.44  3.46  0.02  0.363
H  0.40  0.78  -1.80  0.269

Charge: 0
SMILES: Oc1ccccc1.C=C(C)C
HOMO level in Eh: -0.3173


*two*
This record from the Open Molecules 2025 dataset describes a single C10H14O molecule. The level of theory is the ωB97M-V functional and the def2-TZVPD basis.

Last column: Mulliken charge in e.
Cartesian coordinates (Å):
O  1.19  0.15  -2.08  -0.576
C  0.26  -0.03  -1.33  -0.065
C  3.55  0.41  1.39  -0.794
C  2.91  -0.56  0.65  -0.092
C  -1.87  1.05  0.30  -0.956
C  -1.95  1.02  -1.27  -0.771
C  -1.76  -1.14  -0.42  -0.951
C  1.48  -0.92  1.01  -0.783
C  -1.04  -0.27  0.64  -0.137
C  -1.29  -0.25  -1.59  -0.020
C  0.46  0.00  0.20  0.180
H  4.43  0.92  1.11  0.320
H  2.87  0.84  2.18  0.215
H  3.43  -1.12  -0.11  0.343
H  -1.36  1.96  0.65  0.357
H  -2.88  0.96  0.74  0.345
H  -1.43  1.93  -1.82  0.267
H  -2.98  0.92  -1.55  0.380
H  -1.41  -2.15  -0.64  0.357
H  -2.90  -1.10  -0.29  0.342
H  1.25  -0.76  2.10  0.328
H  1.28  -1.98  0.62  0.263
H  -1.26  -0.43  1.67  0.504
H  -1.61  -0.51  -2.55  0.568
H  0.63  1.08  0.39  0.374

Charge: 0
SMILES: C=CC[C@H]1C(=O)[C@@H]2CC[C@H]1C2
HOMO level in Eh: -0.3346


Stability ranking, top entry: *one*; the second entry is 32.9 kcal/mol less favorable.


*one*
This record from the Open Molecules 2025 dataset describes a gas-phase ion, C2H5BrNO (charge +1). The level of theory is the ωB97M-V functional and the def2-TZVPD basis.

Last column: Mulliken charge in e.
Cartesian coordinates (Å):
C  0.04  0.78  0.43  0.618
C  -0.70  -0.29  0.95  -0.611
N  0.84  -0.06  -0.93  -0.602
O  0.25  1.89  0.56  -0.224
Br  -2.33  -0.54  -0.28  0.027
H  -0.21  -1.27  0.90  0.345
H  -1.18  -0.08  2.02  0.363
H  1.49  -0.89  -0.74  0.379
H  1.64  0.56  -1.22  0.366
H  0.17  -0.10  -1.69  0.338

Charge: +1
SMILES: [NH3+]C(=O)CBr
HOMO level in Eh: -0.5658


*two*
This record from the Open Molecules 2025 dataset describes 2 unconnected molecules or ions with the total composition C2H5BrNO. The level of theory is the ωB97M-V functional and the def2-TZVPD basis.

Last column: Mulliken charge in e.
Cartesian coordinates (Å):
C  2.37  0.44  -2.17  0.062
C  -1.08  -0.27  0.26  -0.322
N  -1.45  0.81  0.81  -0.177
O  3.59  0.14  -2.26  -0.252
Br  1.79  0.09  -0.30  -0.122
H  -0.66  -0.89  0.96  0.387
H  -1.18  -0.69  -0.79  0.356
H  -1.82  1.73  0.49  0.291
H  4.07  0.61  -3.07  0.460
H  -1.28  0.72  1.83  0.316

Charge: +1
HOMO level in Eh: -0.4749


Stability ranking, top entry: *one*; the second entry is 51.1 kcal/mol less favorable.


*one*
This record from the Open Molecules 2025 dataset describes 2 unconnected molecules or ions with the total composition C3H6N3S. The level of theory is the ωB97M-V functional and the def2-TZVPD basis.

Last column: Mulliken charge in e.
Cartesian coordinates (Å):
C  -1.79  -0.43  2.10  0.051
C  1.43  0.23  -0.31  0.447
C  -0.76  0.50  -1.37  -0.698
N  -1.00  -1.11  1.68  -0.342
N  1.80  -0.83  0.32  -0.205
N  0.27  0.84  -0.49  -0.032
S  1.82  1.79  -0.78  0.000
H  -2.53  0.25  2.52  0.290
H  -1.53  1.30  -1.22  0.243
H  -1.06  -0.52  -1.05  0.349
H  -0.41  0.48  -2.41  0.342
H  1.07  -1.54  0.31  0.300
H  2.69  -0.94  0.71  0.255

Charge: +1
HOMO level in Eh: -0.5211


*two*
This record from the Open Molecules 2025 dataset describes a gas-phase ion, C3H6N3S (charge +1). The level of theory is the ωB97M-V functional and the def2-TZVPD basis.

Last column: Mulliken charge in e.
Cartesian coordinates (Å):
C  0.32  -0.36  -2.06  -0.473
C  -0.51  0.08  -1.03  0.307
C  -0.71  0.81  1.44  -0.811
N  1.46  -0.71  -1.54  0.078
N  1.80  -0.93  -0.40  -0.190
N  -0.27  -0.06  0.27  -0.025
S  0.45  -1.54  0.78  0.097
H  0.14  -0.36  -3.15  0.393
H  -1.24  0.86  -1.40  0.328
H  -1.09  0.27  2.42  0.265
H  0.25  1.38  1.66  0.418
H  -1.54  1.45  1.15  0.322
H  0.95  -0.88  1.86  0.290

Charge: +1
HOMO level in Eh: -0.5149


Stability ranking, top entry: *one*; the second entry is 47.4 kcal/mol less favorable.